[1]
Below is one molecule with the formula C4H9N3 at a distorted geometry, with properties calculated with wB97M-V/def2-TZVPD.

Last column: natural (NBO) charge in e.
Geometry (Å):
C 0.595 -1.083 0.321  -0.10
C -2.074 0.127 -0.632  -0.60
C -1.323 0.664 0.648  -0.43
C 0.051 0.019 0.837  -0.21
N 1.982 -1.078 0.222  -0.61
N 2.441 0.425 -0.344  -0.08
N 1.738 1.329 -0.250  -0.11
H 0.099 -1.978 -0.124  0.19
H -1.527 0.422 -1.576  0.20
H -2.966 0.767 -0.717  0.20
H -2.303 -0.860 -0.491  0.20
H -2.040 0.441 1.462  0.21
H -1.102 1.751 0.343  0.22
H 0.711 0.685 1.297  0.20
H 2.336 -1.912 -0.403  0.36
H 3.381 0.283 -0.593  0.36

Forces on the atoms, in the same order (eV/Å):
C 0.19 -1.18 -0.61
C 1.13 4.21 -0.17
C 0.14 -0.52 -2.16
C -2.04 0.18 -0.03
N 0.82 -2.39 -0.54
N -2.00 -0.88 0.24
N 0.94 1.16 -1.06
H -0.03 1.19 0.04
H -0.17 -1.03 1.00
H -0.19 -0.63 0.15
H -0.64 -2.57 -0.30
H 0.66 0.93 0.02
H -0.57 -1.32 1.44
H 0.59 0.38 1.19
H -0.73 2.35 1.33
H 1.90 0.09 -0.53

## Properties
Spin multiplicity: 1
Energy above the lowest of the compared OMol25 structures with the same formula, charge and spin (eV): 5.2303
HOMO (eV): -7.967
Largest force on an atom (hartree/bohr): 0.0849
LUMO energy (eV): 1.02
Frontier orbital gap (eV): 9.0



[2]
Below is a 2-piece molecular cluster, C4H13N2O2 overall at a distorted geometry, with properties calculated with wB97M-V/def2-TZVPD.

Last column: natural (NBO) charge in e.
Geometry (Å):
O -2.413 -1.520 -1.037  -0.46
C -2.217 -0.994 -0.021  0.44
C -0.781 -0.359 0.262  -0.15
C 0.190 -0.390 -0.998  -0.46
C 1.607 -0.440 -0.579  -0.23
N 1.974 0.447 0.558  -0.69
N -0.077 -0.866 1.540  -0.90
H -2.930 -0.610 0.665  0.12
H -1.069 0.704 0.399  0.21
H -0.032 0.332 -1.748  0.24
H -0.012 -1.299 -1.525  0.25
H 2.379 -0.394 -1.438  0.25
H 1.724 -1.462 -0.197  0.23
H 1.486 0.149 1.417  0.46
H 1.796 1.426 0.399  0.46
H 2.906 0.274 0.690  0.42
H -0.233 -1.867 1.717  0.40
H -0.384 -0.324 2.349  0.39
H 1.083 3.511 -0.860  0.51
H 0.141 3.521 0.451  0.51
O 0.797 3.030 -0.086  -0.99

Forces on the atoms, in the same order (eV/Å):
O -1.15 -1.99 -2.47
C 3.58 2.55 1.09
C 0.26 -0.01 0.27
C -1.52 -0.51 1.22
C 1.45 -1.65 -0.99
N -1.47 0.07 -0.69
N -1.12 0.37 -0.87
H -1.39 -0.23 1.11
H 0.38 -0.40 0.39
H -0.34 1.15 -0.10
H -0.05 -0.86 -0.29
H -1.30 0.52 1.44
H 0.38 0.34 0.21
H -0.50 -0.46 -0.35
H -0.23 0.95 -0.34
H 3.23 0.00 0.68
H -0.05 0.71 -0.13
H -0.27 -0.48 -0.20
H -0.29 0.60 -0.05
H 0.72 -0.02 -0.88
O -0.33 -0.67 0.95

## Properties
Charge: +1
Spin multiplicity: 1
Energy above the lowest of the compared OMol25 structures with the same formula, charge and spin (eV): 2.6604
HOMO (eV): -13.105
Largest force on an atom (hartree/bohr): 0.0881
LUMO energy (eV): -3.11
Frontier orbital gap (eV): 10.0



[3]
Below is C27H34BrF4GeMnN3PS as an isolated structure at a distorted geometry, with properties calculated with wB97M-V/def2-TZVPD.

Last column: Löwdin spin population.
Geometry (Å):
Mn -1.349 5.350 0.455  4.66
F 5.339 7.811 0.047  0.00
C 4.302 6.975 0.138  0.00
C 4.532 5.633 0.048  0.00
F 5.764 5.178 -0.073  0.00
C 3.411 4.716 0.166  0.00
F 3.678 3.395 0.227  0.00
C 2.115 5.207 0.108  0.01
P 0.653 4.075 0.266  0.05
C 1.019 2.800 1.579  0.01
C 1.514 1.546 1.298  0.00
C 1.750 0.572 2.298  0.00
C 1.610 0.993 3.593  0.00
C 1.059 2.236 3.928  0.00
C 0.753 3.108 2.910  0.00
C 0.442 3.295 -1.400  0.01
C -0.365 2.155 -1.470  0.01
C -0.720 1.632 -2.715  0.00
C -0.108 2.178 -3.854  0.01
C 0.928 3.123 -3.756  0.00
C 1.138 3.719 -2.537  0.00
C 1.974 6.601 0.062  0.01
Br 0.235 7.488 0.027  0.06
C 2.980 7.486 0.129  0.00
F 2.791 8.804 0.020  0.00
H 1.902 1.325 0.295  0.00
H 2.156 -0.417 2.093  0.00
H 1.870 0.225 4.350  0.00
H 1.008 2.463 4.967  0.00
H 0.404 4.069 3.179  0.00
H -0.775 1.771 -0.534  0.00
H -1.378 0.816 -2.847  0.00
H -0.280 1.705 -4.821  0.00
H 1.485 3.402 -4.730  0.00
H 1.928 4.525 -2.522  0.00
N -2.689 5.296 -1.217  0.05
N -4.064 5.335 -0.781  0.01
C -4.413 4.887 0.470  0.02
N -5.635 4.629 0.828  0.01
S -3.252 4.882 1.729  0.07
H -2.603 6.090 -1.820  0.00
H -2.496 4.370 -1.691  0.01
H -4.713 5.327 -1.476  0.00
H -6.461 4.741 0.207  0.00
H -5.789 4.286 1.759  0.00
C -1.744 -5.264 3.943  0.00
C -2.259 -6.173 2.884  0.00
C -1.179 -6.562 1.776  0.00
C -1.985 -7.689 1.025  0.00
Ge -1.366 -7.201 -0.725  0.00
C 0.404 -7.308 -1.425  0.00
C 0.661 -6.907 -2.865  0.00
C 1.719 -5.844 -3.075  0.00
C 1.515 -4.822 -1.978  0.00
H -2.594 -5.099 4.639  0.00
H -1.441 -4.361 3.551  0.00
H -0.905 -5.722 4.574  0.00
H -2.992 -5.623 2.334  0.00
H -2.647 -7.130 3.242  0.00
H -0.172 -6.877 2.033  0.00
H -1.047 -5.591 1.200  0.00
H -3.048 -7.636 1.098  0.00
H -1.520 -8.605 1.330  0.00
H -2.378 -6.541 -1.740  0.00
H 0.757 -8.317 -1.400  0.00
H 0.949 -6.800 -0.584  0.00
H -0.215 -6.469 -3.348  0.00
H 0.870 -7.818 -3.435  0.00
H 1.638 -5.412 -4.069  0.00
H 2.718 -6.244 -2.955  0.00
H 0.475 -4.500 -1.873  0.00
H 2.294 -4.055 -2.054  0.00
H 1.839 -5.231 -1.033  0.00

Forces on the atoms, in the same order (eV/Å):
Mn 0.16 0.64 0.42
F -0.88 -0.49 0.23
C 0.42 1.34 -0.67
C -1.06 -1.82 0.70
F -0.38 -0.02 0.12
C 1.35 0.65 -0.64
F -0.33 1.17 -0.14
C -0.14 -0.85 0.47
P 1.60 -0.91 0.02
C -0.28 0.21 -0.53
C 1.13 -1.41 -0.97
C 0.13 1.47 -0.93
C -0.51 -1.38 1.20
C 0.96 -0.99 -0.62
C 0.09 0.17 0.31
C 0.91 -0.46 0.59
C -0.97 0.50 0.09
C 1.29 1.32 -0.27
C 0.80 -0.79 -0.05
C -0.66 -0.23 -2.11
C 1.48 1.57 0.18
C -1.98 -0.14 0.34
Br 0.20 -0.38 -0.04
C 1.84 0.87 -0.50
F 0.14 -0.79 0.31
H -0.60 0.00 0.19
H -0.11 0.35 -0.24
H -0.21 0.97 -0.16
H -0.38 0.50 0.44
H -0.52 0.98 0.19
H -0.03 -0.15 -0.32
H -0.63 -0.71 0.17
H -0.20 0.26 0.21
H -0.87 -0.31 2.02
H -1.05 -0.86 0.40
N -1.40 -1.48 0.38
N 1.94 -0.79 2.70
C 1.83 1.18 -0.01
N -1.82 -0.03 -1.55
S 0.04 -0.42 0.37
H 0.40 0.27 -0.82
H -0.27 1.40 0.12
H -2.19 -0.10 -2.49
H 0.91 -0.22 0.65
H -0.16 0.10 0.26
C -0.22 -2.42 3.00
C 2.21 -0.72 -0.62
C -2.20 1.27 -0.13
C 2.39 0.52 -1.34
Ge -1.07 -0.45 -0.92
C 0.40 -0.04 1.08
C -0.48 0.28 -1.30
C 0.11 -0.07 0.94
C 1.35 0.55 0.09
H 0.63 0.20 -0.21
H 0.77 2.09 -0.79
H -1.08 0.62 -0.97
H -0.93 -0.02 -0.39
H -0.15 0.38 0.25
H -0.18 -0.20 0.50
H -0.02 -0.75 0.12
H -0.53 -0.02 0.22
H -0.36 -0.75 0.15
H 0.40 -0.01 0.64
H -0.07 -0.95 0.81
H 0.00 -0.26 -1.01
H -0.45 -0.19 0.20
H 0.01 0.20 0.08
H -0.04 -0.02 -0.06
H 0.27 -0.17 -0.17
H 0.25 0.49 -0.19
H -0.80 0.66 -0.41
H -0.22 -0.38 0.42

## Properties
Charge: +3
Spin multiplicity: 6
Energy above the lowest of the compared OMol25 structures with the same formula, charge and spin (eV): 0.4552
HOMO (alpha / beta) (eV): -15.944 / -16.058
Largest force on an atom (hartree/bohr): 0.0751
LUMO energy (alpha / beta) (eV): -7.53 / -8.15
Frontier orbital gap (alpha / beta) (eV): 8.4 / 7.9
⟨S²⟩: 8.759



[4]
Below is C32H50ClO2PSn as an isolated structure at a distorted geometry, with properties calculated with wB97M-V/def2-TZVPD.

Last column: Löwdin charge in e.
Geometry (Å):
Sn -1.187 -3.747 -1.240  1.01
P 0.765 0.549 -0.949  1.18
Cl 1.167 -3.802 -0.537  -0.04
C 1.044 0.194 0.891  -0.42
H 0.094 -0.232 1.171  0.04
H 1.670 -0.714 0.956  0.10
C -0.896 0.007 -1.531  -0.37
C 2.069 -0.565 -1.589  -0.41
C -1.169 0.388 -2.997  -0.20
H -0.843 -1.098 -1.442  0.03
C -2.401 -0.371 -3.496  -0.19
H -1.350 1.472 -3.057  0.11
H -0.309 0.176 -3.651  0.09
C -3.635 -0.151 -2.608  -0.19
H -2.617 -0.051 -4.520  0.11
H -2.166 -1.439 -3.535  0.09
C -3.332 -0.291 -1.108  -0.19
H -4.038 0.852 -2.794  0.11
H -4.424 -0.856 -2.895  0.11
C -2.084 0.495 -0.695  -0.19
H -4.190 0.068 -0.527  0.12
H -3.189 -1.347 -0.845  0.08
H -2.257 1.564 -0.895  0.11
H -1.904 0.404 0.380  0.07
C 1.035 2.336 -1.200  -0.37
C 3.465 -0.053 -1.210  -0.19
H 1.885 -1.501 -1.023  0.03
C 4.486 -1.167 -1.454  -0.19
H 3.727 0.824 -1.832  0.12
H 3.508 0.276 -0.165  0.10
C 4.432 -1.684 -2.897  -0.20
H 5.488 -0.801 -1.218  0.11
H 4.273 -2.000 -0.765  0.12
C 3.011 -2.054 -3.339  -0.20
H 4.815 -0.895 -3.563  0.11
H 5.089 -2.546 -3.010  0.11
C 1.990 -0.947 -3.068  -0.21
H 3.001 -2.308 -4.402  0.11
H 2.686 -2.947 -2.785  0.07
H 2.201 -0.068 -3.699  0.11
H 0.991 -1.312 -3.327  0.09
C -0.179 3.190 -0.789  -0.19
H 1.869 2.574 -0.518  0.12
C 0.162 4.686 -0.880  -0.19
H -1.006 2.985 -1.493  0.10
H -0.543 2.933 0.216  0.12
C 0.699 5.089 -2.258  -0.20
H -0.735 5.267 -0.644  0.11
H 0.916 4.919 -0.112  0.12
C 1.793 4.147 -2.779  -0.19
H -0.137 5.108 -2.978  0.11
H 1.087 6.108 -2.214  0.11
C 1.438 2.662 -2.642  -0.20
H 2.007 4.363 -3.828  0.11
H 2.715 4.333 -2.213  0.12
H 0.602 2.418 -3.317  0.11
H 2.291 2.050 -2.966  0.09
C -3.232 1.417 3.119  -0.04
C 1.634 1.001 1.761  -0.30
H -3.597 1.991 2.281  0.01
C 1.310 0.960 3.214  -0.22
H 2.414 1.720 1.366  0.08
C 0.194 -0.057 3.695  -0.18
H 2.193 0.655 3.683  0.06
H 1.101 1.949 3.595  0.09
C -1.177 0.457 4.145  -0.18
H 0.045 -0.885 2.941  0.09
H 0.624 -0.531 4.592  0.10
C -2.182 0.546 3.010  -0.22
H -1.533 -0.254 4.896  0.10
H -1.112 1.476 4.662  0.13
H -2.002 -0.061 2.150  0.06
H -3.400 0.368 3.530  0.08
O -1.448 -2.062 0.974  -0.05
C -1.670 -3.182 1.487  -0.60
O -1.770 -4.267 0.759  -0.28
C -1.761 -3.363 2.958  -0.17
C -0.633 -3.729 3.667  -0.03
C -0.692 -3.834 5.049  -0.09
C -1.879 -3.608 5.716  -0.08
C -3.061 -3.277 4.989  -0.06
C -2.975 -3.168 3.609  -0.04
H 0.305 -3.930 3.103  0.14
H 0.223 -4.102 5.619  0.12
H -1.940 -3.685 6.805  0.10
H -3.988 -3.118 5.506  0.10
H -3.871 -2.917 3.002  0.13

Forces on the atoms, in the same order (eV/Å):
Sn 0.60 0.03 1.07
P 0.40 -0.28 1.64
Cl -0.77 -0.12 -0.20
C -1.54 -4.16 -3.11
H -0.80 0.03 0.40
H -0.08 -1.43 -1.87
C 0.36 0.25 -0.39
C -0.43 0.15 -0.56
C 0.08 -0.12 -0.20
H 0.06 0.36 -0.01
C -0.15 0.20 -0.03
H -0.01 -0.25 0.04
H -0.34 0.09 0.22
C 0.02 0.02 0.05
H -0.07 -0.13 0.04
H 0.05 -0.05 -0.01
C -0.06 0.12 -0.06
H 0.09 -0.03 0.01
H 0.10 0.12 0.03
C -0.19 0.06 0.15
H 0.09 -0.13 -0.06
H 0.01 0.06 0.01
H 0.04 -0.36 0.05
H 0.02 -0.07 -0.32
C 0.09 -0.20 -0.36
C 0.13 0.14 -0.15
H -0.05 0.60 0.00
C -0.15 -0.23 -0.01
H -0.10 -0.27 0.16
H -0.11 -0.08 -0.07
C -0.11 0.42 -0.07
H 0.00 -0.06 -0.01
H 0.03 0.19 -0.09
C 0.00 -0.19 0.14
H -0.02 -0.12 0.06
H 0.04 -0.01 -0.04
C 0.37 0.06 -0.09
H 0.05 -0.05 0.02
H 0.08 0.13 -0.14
H -0.08 -0.20 0.05
H 0.13 0.01 0.04
C -0.22 0.04 -0.21
H -0.18 -0.12 -0.07
C 0.25 -0.19 0.18
H 0.29 0.10 0.19
H 0.25 0.03 -0.18
C -0.29 -0.24 -0.20
H 0.15 -0.01 0.02
H -0.17 -0.05 -0.12
C 0.04 0.00 0.19
H 0.16 -0.07 0.14
H -0.02 0.00 -0.04
C -0.05 0.21 -0.22
H 0.05 0.09 0.04
H -0.04 -0.03 -0.07
H 0.22 0.11 0.13
H -0.17 0.15 0.09
C 1.20 2.50 0.59
C 1.92 6.31 2.13
H -1.09 -1.37 -0.89
C -1.64 -0.08 -0.45
H -0.58 -0.92 0.96
C 0.98 -0.38 -0.35
H 1.50 -0.56 1.30
H -0.33 0.45 0.51
C -0.34 0.36 0.73
H 0.20 0.77 0.86
H -0.12 -0.02 -0.34
C 1.06 1.01 -0.22
H -0.10 0.00 0.14
H -0.10 -1.45 -0.83
H 0.93 -0.08 -0.91
H -1.61 -0.83 1.35
O -0.32 -1.34 0.05
C 0.46 0.16 -1.21
O 0.04 0.75 0.13
C -0.30 -0.07 0.16
C 0.89 -0.12 -0.61
C 0.84 -0.28 0.50
C -1.41 0.35 -0.11
C 1.66 -0.40 0.20
C -0.88 0.38 -0.31
H -0.70 0.22 0.59
H -0.75 0.20 -0.47
H 0.11 0.01 -0.40
H -0.25 0.04 0.11
H 0.66 -0.14 0.54

## Properties
Spin multiplicity: 1
HOMO (alpha / beta) (eV): -3.899 / -3.903
Largest force on an atom (hartree/bohr): 0.1347
LUMO energy (alpha / beta) (eV): -1.33 / -1.33
Frontier orbital gap (alpha / beta) (eV): 2.6 / 2.6



[5]
Below is one molecule with the formula C4H2O2, with properties calculated with wB97M-V/def2-TZVPD.

Last column: natural (NBO) charge in e.
Geometry (Å):
O -0.503 -1.813 0.817  -0.48
C 0.270 -0.907 1.002  0.43
C 0.989 1.397 0.438  0.45
C 0.332 0.302 0.124  -0.65
C -0.488 0.553 -1.109  0.43
O -0.201 1.452 -1.863  -0.48
H 0.983 -0.906 1.846  0.14
H -1.382 -0.079 -1.255  0.16

Forces on the atoms, in the same order (eV/Å):
O 0.32 0.47 -0.05
C -0.22 -0.29 0.01
C -0.10 -0.56 0.27
C 0.30 0.56 0.18
C -0.05 0.49 -0.45
O -0.29 -0.55 0.00
H -0.11 -0.06 -0.13
H 0.15 -0.06 0.15

## Properties
Spin multiplicity: 1
Energy above the lowest of the compared OMol25 structures with the same formula, charge and spin (eV): 2.3123
HOMO (eV): -10.684
Largest force on an atom (hartree/bohr): 0.0130
LUMO energy (eV): -1.57
Frontier orbital gap (eV): 9.1



Please write out number 5 again, unchanged.
Below is one molecule with the formula C4H2O2, with properties calculated with wB97M-V/def2-TZVPD.

Last column: natural (NBO) charge in e.
Geometry (Å):
O -0.503 -1.813 0.817  -0.48
C 0.270 -0.907 1.002  0.43
C 0.989 1.397 0.438  0.45
C 0.332 0.302 0.124  -0.65
C -0.488 0.553 -1.109  0.43
O -0.201 1.452 -1.863  -0.48
H 0.983 -0.906 1.846  0.14
H -1.382 -0.079 -1.255  0.16

Forces on the atoms, in the same order (eV/Å):
O 0.32 0.47 -0.05
C -0.22 -0.29 0.01
C -0.10 -0.56 0.27
C 0.30 0.56 0.18
C -0.05 0.49 -0.45
O -0.29 -0.55 0.00
H -0.11 -0.06 -0.13
H 0.15 -0.06 0.15

## Properties
Spin multiplicity: 1
Energy above the lowest of the compared OMol25 structures with the same formula, charge and spin (eV): 2.3123
HOMO (eV): -10.684
Largest force on an atom (hartree/bohr): 0.0130
LUMO energy (eV): -1.57
Frontier orbital gap (eV): 9.1



Q: Which of these has the highest largest force on an atom?
A: C32H50ClO2PSn